This record from the Open Molecules 2025 dataset describes a structure of composition C21H23Cl5N5OY. The level of theory is ωB97M-V with the def2-TZVPD basis set.

```
56
Properties=species:S:1:pos:R:3:forces:R:3
Y 0.6431 -0.6530 -0.6396 0.099 0.087 0.049
C -3.5533 -1.3605 1.2406 0.017 0.000 0.006
C -2.2886 -0.8633 0.6322 -0.052 -0.026 0.007
N -1.6499 -1.3546 -0.3609 0.048 0.076 0.022
C -2.0960 -2.4540 -1.2106 0.003 -0.008 -0.011
C -0.9430 -3.4026 -1.5534 -0.033 -0.009 0.002
N 0.3470 -2.7475 -1.9261 -0.014 -0.011 -0.030
C 0.5882 -2.4819 -3.3730 0.002 0.032 -0.017
C -0.0198 -1.1735 -3.8621 0.015 -0.032 0.033
N 0.3691 -0.0290 -3.0044 -0.069 -0.094 -0.134
C 1.6308 0.6656 -3.3566 0.041 0.315 0.218
C 1.8391 1.8830 -2.4137 0.054 -0.044 -0.050
N 1.1315 1.6372 -1.1673 -0.090 -0.049 0.072
C 0.8206 2.5444 -0.3265 0.067 0.043 0.011
C 1.2502 3.9678 -0.4177 -0.027 0.024 -0.032
C -0.1296 2.0800 0.7501 0.022 -0.032 0.012
C -0.4186 2.7282 1.9404 -0.023 0.004 0.010
C -1.3581 2.1496 2.7877 -0.005 -0.004 0.001
C -2.0184 0.9798 2.4244 -0.002 0.001 0.006
C -1.6714 0.3860 1.2207 0.024 0.019 0.007
N -0.7374 0.9320 0.4417 0.016 -0.062 -0.002
H -3.9442 -2.2455 0.7510 -0.016 0.007 -0.008
H -4.3135 -0.5774 1.2169 -0.006 -0.003 -0.003
H -3.3697 -1.6015 2.2911 -0.001 -0.003 -0.004
H -2.4974 -1.9987 -2.1199 -0.009 -0.006 0.003
H -2.8972 -3.0509 -0.7746 0.001 0.002 0.003
H -1.2721 -4.0771 -2.3477 0.009 0.000 -0.002
H -0.7322 -4.0199 -0.6795 0.007 0.010 0.003
H 1.0662 -3.4113 -1.6503 0.009 0.016 0.014
H 0.2197 -3.3037 -3.9921 -0.019 -0.005 0.019
H 1.6722 -2.4525 -3.5050 -0.001 -0.006 -0.009
H -1.1083 -1.2358 -3.8418 -0.001 -0.001 -0.002
H 0.2687 -1.0142 -4.9040 0.006 -0.005 0.000
H -0.3810 0.6565 -3.0449 0.021 0.021 0.002
H 1.6215 1.0382 -4.3825 0.018 -0.211 -0.075
H 2.4569 -0.0438 -3.2629 -0.001 -0.005 -0.018
H 1.4635 2.7910 -2.8916 -0.023 0.000 0.019
H 2.9067 2.0307 -2.2332 -0.004 0.020 -0.005
H 2.3141 4.0311 -0.6445 0.004 -0.008 0.006
H 1.0523 4.5236 0.4936 0.006 -0.009 0.006
H 0.7075 4.4594 -1.2313 -0.004 0.001 0.009
H 0.0800 3.6441 2.2240 0.006 -0.002 -0.010
H -1.5862 2.6203 3.7353 0.001 0.003 -0.001
H -2.7683 0.5513 3.0746 -0.001 -0.008 -0.008
Cl 0.4172 0.4173 6.2047 0.001 -0.004 0.003
C 1.0201 0.1277 4.6277 0.031 0.027 -0.022
C 0.6270 -1.0072 3.9258 -0.031 -0.047 0.000
Cl -0.4716 -2.1294 4.6166 0.005 0.010 -0.005
C 1.0960 -1.2015 2.6329 0.038 0.066 0.025
Cl 0.5767 -2.5801 1.6906 -0.003 -0.032 0.012
C 1.9444 -0.2944 1.9872 -0.038 -0.020 0.028
O 2.2776 -0.4637 0.7224 -0.075 -0.005 -0.163
C 2.3289 0.8406 2.7174 0.005 -0.020 -0.041
Cl 3.3042 2.0076 1.9122 0.006 0.010 0.001
C 1.8771 1.0505 4.0139 -0.045 -0.024 0.051
Cl 2.3078 2.4853 4.8418 0.009 0.002 -0.008
```
Positions in Å, forces in eV/Å.

## Properties
Energy above the lowest of the compared OMol25 structures with the same formula, charge and spin in kcal per mole: 4.97
Energy in eV: -95294.8365
Charge: +2
HOMO in eV: -13.561
Lowest unoccupied orbital energy in eV: -6.82

***

This record from the Open Molecules 2025 dataset describes an isolated molecule of C21H23ClN2O3S at a distorted geometry. The level of theory is ωB97M-V with the def2-TZVPD basis set.

```
51
Properties=species:S:1:pos:R:3:forces:R:3
O 2.4422 -3.5781 -0.8216 0.015 -0.354 -0.244
C 2.2051 -2.8468 0.1248 0.180 -0.157 0.398
N 2.1382 -1.5085 0.0104 0.088 0.265 -0.182
C 1.7233 -0.5589 1.0150 -0.335 0.186 0.267
H 1.5471 -1.0434 1.9722 0.074 0.050 -0.072
C 0.4405 0.1333 0.5536 0.189 -0.034 0.253
N 0.6800 0.8103 -0.7074 0.003 0.045 -0.090
C 1.0698 -0.1545 -1.7198 0.233 -0.077 -0.008
C 2.3370 -0.8826 -1.2805 -0.127 -0.066 -0.480
H 2.6002 -1.6603 -1.9984 0.007 0.133 0.079
H 3.1594 -0.1648 -1.1940 -0.022 -0.014 -0.034
H 1.2680 0.3762 -2.6537 -0.029 -0.030 -0.022
H 0.2719 -0.8934 -1.8997 0.081 0.063 -0.005
C -0.4717 1.5960 -1.1194 0.050 -0.002 -0.028
C -0.7040 2.7456 -0.1762 -0.248 -0.012 0.002
C -1.9592 2.9994 0.3505 0.155 -0.125 -0.160
C -2.1945 4.0660 1.2170 0.152 0.386 0.241
C -1.1206 4.8575 1.5376 0.372 -0.234 -0.267
C 0.1503 4.6043 1.0161 -0.531 -0.021 0.100
C 0.3828 3.5612 0.1578 0.037 0.312 0.199
H 1.3615 3.3604 -0.2420 0.185 -0.042 -0.052
O 1.0315 5.5368 1.4983 0.068 -0.384 -0.311
C 0.2772 6.3868 2.3348 0.449 0.996 0.635
O -1.0659 5.9544 2.3573 -0.379 -0.281 -0.104
H 0.3257 7.4193 1.9523 -0.044 -0.272 0.016
H 0.6900 6.3603 3.3563 -0.111 -0.077 -0.241
H -3.1730 4.2616 1.6216 -0.140 0.028 0.065
H -2.7849 2.3572 0.0835 -0.075 -0.113 -0.042
H -0.2561 1.9932 -2.1168 -0.053 -0.094 -0.015
H -1.3819 0.9755 -1.1913 0.029 0.070 -0.027
H 0.1402 0.8756 1.2955 -0.009 -0.050 0.036
H -0.3634 -0.6199 0.4638 0.075 0.066 0.037
H 2.5120 0.1935 1.1283 -0.043 -0.026 0.065
C 2.0195 -3.4460 1.5077 -0.425 -0.171 0.026
H 2.6086 -2.9266 2.2619 0.006 -0.004 0.024
H 2.3247 -4.4927 1.4671 0.106 0.191 -0.062
S 0.2934 -3.3951 2.0903 0.065 -0.235 0.049
C -0.5251 -4.3904 0.7841 0.269 0.233 0.419
C -1.0979 -3.5386 -0.3013 -0.091 0.079 -0.219
C -2.1221 -2.6424 -0.0101 0.005 -0.082 -0.093
C -2.6771 -1.8642 -1.0090 -0.022 -0.040 0.086
C -2.2174 -1.9638 -2.3116 0.117 -0.074 -0.140
C -1.1844 -2.8445 -2.5929 -0.235 0.023 0.199
C -0.6204 -3.6318 -1.6015 -0.071 0.013 -0.038
H 0.1954 -4.2967 -1.8393 0.077 -0.053 -0.022
Cl -0.5805 -2.9580 -4.2099 0.081 0.010 -0.164
H -2.6443 -1.3621 -3.0984 -0.021 0.050 -0.091
H -3.4754 -1.1756 -0.7752 -0.078 0.064 0.009
H -2.4763 -2.5596 1.0072 -0.067 0.035 0.102
H 0.2156 -5.0898 0.4019 -0.082 -0.108 -0.025
H -1.3149 -4.9353 1.3030 0.069 -0.067 -0.066
```
Positions in Å, forces in eV/Å.

## Properties
SMILES: O=C(CSCc1cccc(Cl)c1)N1CCN(Cc2ccc3c(c2)OCO3)CC1
Energy above the lowest of the compared OMol25 structures with the same formula, charge and spin in kcal per mole: 41.71
Energy in eV: -54630.9352
HOMO in eV: -8.144
Lowest unoccupied orbital energy in eV: 0.58

***

This record from the Open Molecules 2025 dataset describes an isolated molecule of C21H23ClN2O4. The level of theory is ωB97M-V with the def2-TZVPD basis set.

```
51
Properties=species:S:1:pos:R:3:forces:R:3
C -0.3593 -0.4973 -6.0539 -0.008 0.045 -0.012
C 0.9301 0.0554 -5.5281 0.074 0.015 0.115
C 1.9740 0.3549 -6.3995 0.089 0.030 -0.039
C 3.1564 0.8759 -5.9158 -0.097 -0.046 -0.119
C 3.3304 1.1117 -4.5605 0.119 0.098 0.378
C 2.2948 0.8193 -3.6851 -0.053 -0.083 -0.131
C 1.1023 0.2903 -4.1764 0.108 0.061 0.081
H 0.3135 0.0703 -3.4731 -0.120 -0.038 0.090
O 2.3406 0.9966 -2.3275 -0.184 0.009 -0.097
C 3.5194 1.5205 -1.7565 0.276 0.256 -0.024
C 3.3143 1.7026 -0.2517 0.113 -0.062 -0.378
O 3.4932 2.7853 0.2698 0.060 0.370 -0.089
N 2.9787 0.6062 0.4617 0.017 -0.198 0.311
C 2.6599 -0.7074 -0.0476 -0.275 -0.257 -0.265
H 3.1985 -1.4490 0.5542 -0.039 0.023 -0.077
C 1.1527 -0.9466 0.0850 0.178 -0.345 -0.279
N 0.7530 -0.7800 1.4692 -0.021 0.143 -0.260
C 0.3135 -1.8501 2.1585 -0.193 0.065 0.243
O 0.2137 -2.9559 1.6576 -0.025 -0.352 0.102
C -0.0791 -1.6370 3.6267 0.003 -0.268 0.065
O -0.8934 -0.5134 3.8802 -0.069 0.102 0.082
C -2.1641 -0.4936 3.3784 -0.278 0.116 -0.055
C -2.7284 -1.4922 2.5936 0.309 -0.014 0.134
C -4.0322 -1.3618 2.1444 -0.186 0.209 0.043
C -4.7699 -0.2392 2.4737 0.189 -0.109 0.008
C -4.2149 0.7652 3.2533 0.011 -0.097 -0.053
C -2.9178 0.6354 3.7018 0.203 -0.152 -0.015
H -2.4649 1.4008 4.3116 0.049 0.099 0.079
H -4.7951 1.6383 3.5058 -0.067 0.071 0.015
Cl -6.3969 -0.0831 1.9078 -0.218 0.022 -0.076
H -4.4695 -2.1375 1.5360 -0.058 -0.054 -0.055
H -2.1716 -2.3725 2.3174 0.099 -0.116 -0.017
H -0.5613 -2.5610 3.9680 0.097 0.131 -0.126
H 0.8253 -1.4793 4.2233 -0.109 -0.047 -0.069
C 1.0881 0.5234 1.9980 0.386 0.240 0.292
H 0.5509 1.2820 1.4172 0.016 -0.001 0.101
C 2.5973 0.7619 1.8506 -0.227 0.360 0.189
H 3.1535 0.0384 2.4559 -0.035 0.028 0.008
H 2.8552 1.7755 2.1605 -0.009 -0.167 0.017
H 0.7924 0.6120 3.0402 -0.002 0.016 -0.113
H 0.6186 -0.2199 -0.5348 0.033 -0.030 0.014
H 0.8935 -1.9604 -0.2223 0.012 0.155 -0.001
H 2.9569 -0.8125 -1.0869 0.044 -0.013 0.066
H 4.3780 0.8545 -1.9331 -0.096 0.048 -0.028
H 3.7489 2.5117 -2.1659 -0.025 -0.180 0.115
H 4.2648 1.5195 -4.2093 0.073 0.036 0.064
H 3.9630 1.1051 -6.5963 0.066 0.018 -0.052
H 1.8539 0.1763 -7.4576 -0.009 -0.025 -0.123
H -0.9797 -0.8771 -5.2466 -0.082 -0.047 0.012
H -0.1702 -1.3012 -6.7627 -0.047 -0.064 -0.038
H -0.9136 0.2827 -6.5758 -0.087 -0.002 -0.036
```
Positions in Å, forces in eV/Å.

## Properties
SMILES: Cc1cccc(OCC(=O)N2CCN(C(=O)COc3ccc(Cl)cc3)CC2)c1
Energy above the lowest of the compared OMol25 structures with the same formula, charge and spin in kcal per mole: 4.71
Energy in eV: -45843.3581
HOMO in eV: -8.637
Lowest unoccupied orbital energy in eV: 0.61